DFT (ωB97M-V with the def2-TZVPD basis set) results for a 11-piece molecular cluster, C54H109NO14S6 overall.

Structure (XYZ):
```
184
Properties=species:S:1:pos:R:3:forces:R:3
O 1.104012 -2.110022 3.587415 -0.26 -1.17 -0.39
N 1.445847 -1.662841 4.650161 1.03 2.08 0.04
O 1.109014 -0.556921 5.041002 -0.42 -0.15 0.60
C 2.530770 -2.291014 5.389624 0.97 -2.34 0.47
C 3.006650 -1.901176 6.633163 -0.96 1.13 -0.48
C 4.117740 -2.492156 7.200155 -0.43 0.38 0.70
C 4.680213 -3.650148 6.691926 -0.09 0.17 -0.33
C 4.142467 -4.125923 5.507111 -0.33 0.72 -1.37
C 3.141898 -3.412619 4.831444 -0.30 -0.30 0.12
H 2.501874 -1.095430 7.152766 0.19 0.13 -0.09
H 4.443911 -1.970845 8.091782 0.36 -0.55 0.16
H 5.512979 -4.131739 7.182954 0.02 -0.04 -0.02
H 4.527379 -4.927636 4.890961 0.32 -0.37 0.67
H 2.812481 -3.781412 3.868978 -0.04 0.10 0.00
O 5.731050 2.044436 1.042670 0.33 -0.08 -0.16
S 6.236398 0.810849 1.587479 0.20 -2.26 1.10
O 7.655168 0.489969 1.704233 -0.75 0.77 -0.43
C 5.469414 0.542217 3.235774 -0.04 1.36 -0.29
C 4.772983 -0.806591 3.258438 0.30 1.14 -1.03
C 4.331671 -1.095978 1.796887 -0.01 -0.74 0.34
C 5.426528 -0.684313 0.818651 0.32 0.94 0.74
H 4.803298 1.409373 3.254719 -0.38 -0.30 0.22
H 6.194658 0.707678 4.030295 0.25 -0.17 -0.22
H 5.503983 -1.534405 3.607174 -0.31 -0.31 0.07
H 3.897173 -0.739689 3.894118 0.13 -0.26 0.22
H 3.380884 -0.630992 1.536595 0.03 0.22 0.22
H 4.164077 -2.175614 1.781025 -0.08 0.01 -0.50
H 5.087774 -0.376583 -0.166205 -0.03 -0.23 -0.07
H 6.229069 -1.416924 0.797948 0.03 0.02 -0.27
O 1.275561 -1.887284 -5.006499 -0.11 0.50 0.52
S 2.469233 -2.597742 -4.613555 -0.09 -0.90 -1.74
O 3.347740 -2.123395 -3.568066 -0.49 -0.17 -0.29
C 1.984274 -4.351503 -4.400844 0.23 0.84 0.81
C 2.773285 -5.180740 -5.406052 0.49 0.84 0.08
C 3.018358 -4.311975 -6.675971 -1.13 0.46 0.06
C 3.399895 -2.929484 -6.146866 2.03 -0.17 0.89
H 0.904919 -4.407316 -4.532840 0.01 0.15 -0.24
H 2.189733 -4.553382 -3.348886 0.13 -0.32 -0.08
H 3.788098 -5.326389 -5.030585 -0.15 -0.45 0.33
H 2.241044 -6.126122 -5.477831 0.32 -0.13 -0.65
H 2.131716 -4.198340 -7.303315 -0.10 -0.28 0.05
H 3.825708 -4.678389 -7.305069 -0.03 -0.23 0.07
H 3.535406 -2.098765 -6.837627 -1.10 0.09 -0.08
H 4.440345 -2.999864 -5.797173 -0.10 -0.23 0.33
O -4.407307 1.260162 1.817137 0.29 1.49 0.52
S -4.234991 2.625633 2.328281 -0.29 -1.00 -0.94
O -3.430657 2.838909 3.514557 -0.19 0.18 -0.12
C -3.557051 3.779782 0.981488 -2.01 -1.66 1.48
C -4.804965 4.608029 0.678276 0.24 1.15 0.18
C -5.689296 4.783647 1.938502 0.13 0.66 0.30
C -5.900021 3.403747 2.511412 0.47 -0.76 -0.72
H -3.285090 3.078583 0.199933 0.43 0.26 -0.12
H -2.757246 4.254077 1.537868 0.18 0.35 -0.46
H -4.492824 5.586130 0.307318 -0.11 0.04 -0.03
H -5.451100 4.184431 -0.089489 0.31 -0.37 -0.11
H -6.608522 5.298529 1.656507 -0.18 -0.35 -0.06
H -5.267109 5.446395 2.699219 0.45 -0.10 -0.15
H -6.545375 2.829766 1.843556 0.10 -0.15 0.02
H -6.258542 3.248224 3.524948 0.26 0.34 0.15
O -4.014620 -1.131991 6.976238 -0.48 0.38 0.27
S -3.999645 0.244266 6.525463 1.43 1.02 -0.96
O -5.137926 0.894257 5.911684 -0.27 -0.71 0.19
C -3.353301 1.433728 7.736737 -0.60 -1.52 0.97
C -2.211472 2.155718 7.056668 0.14 0.67 0.32
C -1.430678 1.078322 6.285910 -1.30 -0.26 -0.09
C -2.575436 0.463280 5.454082 0.18 0.43 -1.12
H -2.998158 0.792992 8.551182 0.22 0.16 0.02
H -4.231778 1.944320 8.126383 0.21 0.52 -0.24
H -2.601670 2.923872 6.384113 -0.02 -0.24 -0.28
H -1.627073 2.728798 7.779957 0.14 -0.32 0.13
H -1.025447 0.315300 6.951421 0.28 0.18 0.11
H -0.661714 1.492041 5.641208 0.09 -0.08 0.01
H -2.384151 -0.400652 4.818383 0.16 -0.31 0.53
H -2.880533 1.238870 4.746652 -0.14 -0.08 0.13
O -4.120117 -1.232385 -6.032150 -0.46 -0.45 0.33
S -3.865391 -0.132014 -5.134294 0.47 -0.35 -0.88
O -4.900849 0.394308 -4.277584 0.41 -0.25 0.14
C -2.285645 -0.495479 -4.254513 -0.91 -0.19 0.28
C -1.238844 0.232168 -5.072750 0.40 0.04 0.26
C -1.861967 1.524475 -5.580308 0.10 0.41 -0.54
C -3.232085 1.160397 -6.199334 1.04 0.21 0.32
H -2.128043 -1.571783 -4.201103 -0.24 -0.03 -0.29
H -2.486084 -0.177331 -3.229198 0.45 0.46 -0.06
H -0.306505 0.425455 -4.538862 -0.22 0.03 0.34
H -0.894813 -0.383942 -5.906251 -0.38 -0.12 -0.08
H -1.177995 1.915687 -6.336359 -0.25 0.29 -0.06
H -1.922455 2.269556 -4.785556 -0.21 -0.05 0.06
H -3.027197 0.695424 -7.160152 -0.25 -0.17 -0.03
H -3.985501 1.932078 -6.327995 0.13 0.17 0.26
O -4.643743 -6.149573 3.796112 0.66 0.20 0.51
S -3.554584 -5.875662 4.722297 -0.24 0.51 0.26
O -3.289174 -6.769227 5.828231 -0.24 -0.12 -0.25
C -2.013786 -5.624580 3.748323 -2.27 0.05 0.89
C -2.322006 -4.202542 3.226766 1.61 -1.29 -1.02
C -2.774429 -3.323544 4.359981 -1.12 -0.42 1.42
C -3.593144 -4.158106 5.371017 0.28 -1.18 0.38
H -2.182579 -6.434252 3.040488 0.75 0.13 -0.33
H -1.226106 -5.809686 4.473316 0.33 0.24 -0.28
H -1.420887 -3.796151 2.760436 -0.12 0.14 -0.08
H -3.032248 -4.409687 2.426367 -0.35 0.66 0.13
H -3.430752 -2.514243 4.050260 0.57 0.36 -0.17
H -1.921521 -3.031327 4.972486 0.13 0.74 -0.56
H -4.548725 -3.776383 5.723850 -0.32 -0.16 -0.75
H -3.076378 -4.340506 6.315970 0.35 0.26 -0.14
C 2.409289 7.710141 1.731904 0.09 -0.37 0.35
C 2.109992 6.981024 0.420298 0.20 0.11 1.01
C 0.759654 6.278998 0.446044 -0.48 0.27 -0.75
C 0.607139 5.092007 1.401325 -0.39 0.92 0.37
C 1.353865 3.820212 1.087244 -0.42 -0.98 -0.97
C 0.886639 2.655303 1.968673 0.36 0.06 0.21
H 1.646617 8.449928 1.984619 -0.02 0.02 -0.13
H 3.373016 8.215669 1.658708 -0.02 0.04 0.11
H 2.461893 7.005661 2.566111 0.06 0.09 0.03
H 2.194855 7.783747 -0.314902 -0.19 -0.55 -0.58
H 2.887799 6.223105 0.295148 0.13 0.21 -0.42
H 0.470048 5.956019 -0.562165 0.31 -0.22 -0.02
H -0.009647 7.034398 0.648689 0.01 -0.05 0.38
H 0.735822 5.443415 2.431901 0.49 -0.17 0.02
H -0.457264 4.835006 1.413384 -0.04 -0.12 -0.22
H 1.122636 3.532210 0.048454 -0.50 0.12 0.02
H 2.440200 3.825626 0.955535 0.13 0.55 0.94
H 1.377186 1.747263 1.627824 0.10 -0.11 0.33
H 1.077133 2.810696 3.033893 0.37 0.05 -0.05
H -0.185392 2.450108 1.936892 -0.07 0.30 -0.39
C -1.482011 -8.111606 -5.913677 1.12 0.33 -0.39
C -1.369964 -8.266528 -4.403388 0.42 0.51 0.36
C -2.542461 -7.660277 -3.612899 1.04 -1.21 0.59
C -2.353579 -6.188114 -3.196521 -1.33 -1.03 -0.93
C -1.426512 -6.012785 -2.030329 0.73 1.23 0.45
C -1.331888 -4.521179 -1.645184 -0.47 0.00 -1.31
H -0.864748 -8.818098 -6.476822 -0.24 -0.41 0.27
H -0.978718 -7.179919 -6.194877 -0.68 0.30 -0.13
H -2.495023 -8.156381 -6.307957 -0.04 0.10 0.09
H -1.126241 -9.292290 -4.119422 -0.48 -0.09 0.00
H -0.507219 -7.692084 -4.042441 0.25 -0.21 -0.28
H -2.548322 -8.193231 -2.653689 -0.30 -0.12 -0.07
H -3.464254 -7.951446 -4.119481 -0.21 0.64 0.04
H -2.031443 -5.589125 -4.053788 -0.11 0.15 0.06
H -3.381417 -5.922823 -2.927147 0.23 0.74 0.10
H -1.770768 -6.565048 -1.154715 0.13 -0.31 -0.14
H -0.405143 -6.287496 -2.312285 -0.10 -0.59 0.22
H -0.875700 -3.973662 -2.479690 0.28 -0.05 0.10
H -2.349466 -4.121620 -1.666429 0.05 0.17 0.78
H -0.759635 -4.291744 -0.750785 -0.25 -0.08 0.19
C 2.539840 0.790713 -1.278769 0.71 -0.41 0.98
C 1.293069 0.405528 -2.093237 1.49 0.11 1.01
C 0.421520 -0.582782 -1.263745 0.24 1.16 -1.29
C 0.176599 -0.130518 0.183455 -0.09 -0.41 -1.20
C -1.038713 -0.839958 0.734602 -0.75 0.36 0.32
C -1.388825 -0.509597 2.185606 -0.48 -0.30 0.15
H 2.350327 1.503913 -0.470896 -0.25 0.14 -0.20
H 3.460428 1.131590 -1.759609 -0.46 0.23 -0.65
H 2.899397 -0.090964 -0.729780 -0.17 -0.16 -0.15
H 0.756552 1.326159 -2.333942 -0.29 -0.10 -0.02
H 1.656320 -0.028879 -3.023736 -0.38 -0.20 -0.08
H 0.833911 -1.591040 -1.323169 0.04 -0.05 0.04
H -0.484888 -0.536732 -1.876699 -0.50 -0.63 0.60
H 1.080858 -0.285242 0.774338 -0.07 0.01 0.14
H -0.027216 0.939303 0.117023 0.03 0.08 0.34
H -1.873768 -0.510419 0.106795 -0.06 -0.17 -0.02
H -0.980149 -1.925579 0.614214 0.17 0.01 -0.07
H -0.875569 -1.184148 2.866135 0.28 0.33 0.12
H -1.205507 0.533940 2.444792 0.31 -0.03 0.02
H -2.453677 -0.647112 2.392283 -0.06 -0.07 -0.28
C 1.486706 3.451392 -4.775046 0.39 0.64 0.54
C 1.388859 4.391278 -5.983004 -0.15 -0.84 0.29
C 1.201742 5.880443 -5.636775 0.27 -0.48 -1.29
C 2.214468 6.442092 -4.654602 -0.19 -0.44 1.30
C 1.862548 7.791998 -4.063114 -0.18 0.39 -0.21
C 0.648625 7.850962 -3.141848 0.12 0.17 -0.06
H 0.568648 3.489890 -4.181666 0.06 0.08 0.10
H 2.319283 3.801116 -4.160133 -0.14 -0.31 0.28
H 1.681356 2.399669 -4.985995 -0.04 0.07 -0.44
H 2.281266 4.240819 -6.594386 -0.13 0.03 -0.20
H 0.497013 4.020747 -6.497505 0.23 0.36 -0.64
H 0.130450 5.976449 -5.441788 0.20 0.44 0.94
H 1.315354 6.447623 -6.568536 0.00 -0.07 -0.08
H 2.347110 5.744226 -3.817537 -0.26 0.08 0.07
H 3.241711 6.513528 -5.023539 -0.24 -0.11 -0.72
H 2.725848 8.129265 -3.482909 -0.01 0.18 -0.11
H 1.706298 8.510767 -4.876040 0.16 0.00 0.00
H 0.406761 8.903927 -2.983546 0.00 -0.04 0.31
H -0.259541 7.405266 -3.550261 0.14 -0.22 -0.08
H 0.898590 7.382112 -2.188635 -0.27 0.03 -0.02
```
Forces are in eV/Å.

HOMO	-9.6873	eV
electronic energy	-152925.4804	eV
SMILES	O=[N+]([O-])c1ccccc1.O=S1(=O)CCCC1.O=S1(=O)CCCC1.O=S1(=O)CCCC1.O=S1(=O)CCCC1.O=S1(=O)CCCC1.O=S1(=O)CCCC1.CCCCCC.CCCCCC.CCCCCC.CCCCCC
frontier orbital gap	0.3127	Ha
charge	0